No. 1
An isolated molecule of C5H7NS in a non-equilibrium geometry, computed with ωB97M-V/def2-TZVPD.

Atoms and positions in Å:
S: -2.42032 -0.54826 0.61023
C: -0.92469 -1.01973 0.09874
N: 0.17939 -0.23440 -0.11556
C: 1.42834 -0.71942 -0.58607
C: 2.33475 0.20429 -0.71568
C: 1.73143 1.53282 -0.22957
C: 0.34212 1.19712 0.17342
H: -0.76949 -2.07390 -0.11842
H: 1.57339 -1.75992 -0.75951
H: 3.38656 -0.04821 -0.98634
H: 1.75732 2.27606 -1.00656
H: 2.39191 1.85578 0.59602
H: 0.14986 1.32057 1.24287
H: -0.49189 1.67212 -0.36788

The spin multiplicity is 1. The value obtained for the gap between HOMO and LUMO is 8.94 eV. Its net charge is 0. The calculation puts the largest force on an atom at 2.53 eV Å⁻¹. As for the HOMO energy: -8.2055 eV.

Atom charges from the Mulliken analysis, given in e for atoms 1 to 8:
1. S -0.323
2. C -0.110
3. N 0.130
4. C -0.430
5. C -0.323
6. C -0.440
7. C -0.655
8. H 0.221

---

No. 2
An isolated molecule of C5H7NS2 in a non-equilibrium geometry, computed with ωB97M-V/def2-TZVPD.

Atoms and positions in Å:
C: -2.68535 1.29421 0.60536
N: -1.69082 0.51129 0.28568
S: -1.42385 0.12467 -1.29651
C: 0.24495 -0.44760 -1.01134
C: 0.63223 -1.31702 0.18794
C: 1.97924 -0.58626 0.33966
C: 1.40315 0.48035 -0.56176
S: 1.59540 2.11311 -0.49112
H: -2.86029 1.39589 1.68823
H: -3.41203 1.92484 -0.16306
H: 0.49243 -1.01188 -1.85061
H: -0.01506 -0.96287 1.09003
H: 0.55419 -2.42063 -0.05363
H: 2.27779 -0.13925 1.35482
H: 2.90802 -0.95886 -0.12368

The spin multiplicity is 1. The value obtained for the gap between HOMO and LUMO is 8.31 eV. Its net charge is 0. The calculation puts the largest force on an atom at 3.70 eV Å⁻¹. As for the HOMO energy: -8.5005 eV.

Atom charges from the Mulliken analysis, given in e for atoms 1 to 8:
1. C -0.260
2. N -0.262
3. S 0.014
4. C 0.023
5. C -0.598
6. C -0.444
7. C -0.057
8. S -0.246

---

No. 3
An isolated molecule of C5H7NS2 in a non-equilibrium geometry, computed with ωB97M-V/def2-TZVPD.

Atoms and positions in Å:
C: 1.79537 -0.06968 1.46247
C: 1.16655 -0.70590 0.26030
S: 1.79341 -1.97708 -0.55599
N: -0.01362 -0.14609 -0.18380
C: -0.84033 -0.55208 -1.31441
C: -1.80673 0.60249 -0.92587
C: -0.83759 0.89192 0.22085
S: -0.79643 1.98392 1.41053
H: 1.07952 -0.09086 2.32788
H: 1.99006 0.97458 1.29031
H: 2.73058 -0.58682 1.67806
H: -1.27936 -1.56324 -1.20352
H: -0.31477 -0.44462 -2.25739
H: -2.79260 0.30142 -0.56095
H: -1.87405 1.38203 -1.64846

The spin multiplicity is 1. The value obtained for the gap between HOMO and LUMO is 8.21 eV. Its net charge is 0. The calculation puts the largest force on an atom at 1.07 eV Å⁻¹. As for the HOMO energy: -8.8116 eV.

Atom charges from the Mulliken analysis, given in e for atoms 1 to 8:
1. C -1.166
2. C 0.544
3. S -0.310
4. N 0.088
5. C -0.702
6. C -0.457
7. C 0.172
8. S -0.319

---

No. 4
An isolated molecule of C5H7NS3 in a non-equilibrium geometry, computed with ωB97M-V/def2-TZVPD.

Atoms and positions in Å:
S: 2.32027 1.06028 -1.18611
C: 1.99885 -0.28673 0.02479
C: 0.73295 -1.01469 -0.40443
S: 0.41652 -2.49085 0.78935
C: -0.46266 -0.10947 -0.12623
N: -0.76767 0.16467 1.10128
C: -1.81010 0.98535 1.09217
C: -2.40288 1.37521 -0.09755
S: -1.56937 0.46937 -1.33083
H: 1.16833 1.65646 -1.23363
H: 1.75955 0.25883 1.02575
H: 2.93048 -0.82766 0.25000
H: 0.73239 -1.43079 -1.43438
H: 0.24634 -3.42559 -0.07399
H: -2.18058 1.53875 1.94449
H: -3.11243 2.07686 -0.34068

The spin multiplicity is 1. The value obtained for the gap between HOMO and LUMO is 9.46 eV. Its net charge is 0. The calculation puts the largest force on an atom at 4.33 eV Å⁻¹. As for the HOMO energy: -8.9307 eV.

Atom charges from the Mulliken analysis, given in e for atoms 1 to 8:
1. S -0.206
2. C -0.633
3. C -0.107
4. S -0.210
5. C 0.308
6. N -0.465
7. C -0.535
8. C -0.258

---

No. 5
The ion C5H7O4S with charge -1 in a non-equilibrium geometry, computed with ωB97M-V/def2-TZVPD.

Atoms and positions in Å:
C: 0.37435 -0.72909 -0.10920
C: 1.50670 1.57751 -0.41316
C: -2.00763 -0.70736 0.01220
C: -0.90173 -0.64618 -0.94287
C: 0.85019 0.49394 0.65470
O: 0.82408 2.56550 -0.36568
O: 2.57330 1.22577 -0.95357
O: 2.38667 -2.01261 0.96084
O: -0.15361 1.20437 1.34465
S: 1.17807 -2.26879 0.09386
H: -1.86015 -1.47593 0.76606
H: -2.97412 -0.77646 -0.55304
H: -1.84825 0.28239 0.42649
H: -0.83956 0.35560 -1.44426
H: -0.86629 -1.34606 -1.74421
H: 1.72163 0.18999 1.18268
H: 0.03634 2.06741 1.08451

The spin multiplicity is 1. The value obtained for the gap between HOMO and LUMO (alpha / beta) is 7.56 / 7.57 eV. Its net charge is -1. The calculation puts the largest force on an atom at 4.14 eV Å⁻¹. As for the HOMO energy (alpha / beta): -4.3089 / -4.3100 eV.

Atom charges from the Mulliken analysis, given in e for atoms 1 to 8:
1. C 0.284
2. C 0.625
3. C -0.896
4. C -0.717
5. C -0.259
6. O -0.711
7. O -0.713
8. O -0.580

---

No. 6
A structure of composition C5H7O4Sn in a non-equilibrium geometry, computed with ωB97M-V/def2-TZVPD.

Atoms and positions in Å:
O: -1.77687 -3.06614 -1.06590
C: -1.40676 -1.93046 -1.46766
O: -0.27708 -1.54963 -0.64908
O: -1.77648 -1.19013 -2.34404
Sn: -0.41113 -3.39427 0.36212
C: 1.36997 0.03643 -1.14313
C: 0.12389 -0.25192 -0.66707
H: 1.95714 -0.79673 -1.53938
H: 1.63928 1.06550 -1.38483
O: -0.03112 2.30762 2.16273
C: -0.09750 1.73151 0.87328
C: 0.58017 0.36392 0.85741
H: -0.78769 2.88347 2.29599
H: 0.37104 2.41925 0.14968
H: -1.15715 1.60825 0.59321
H: 1.47085 -0.22259 1.13807
H: 0.20946 -0.01409 1.82862

The spin multiplicity is 2. The value obtained for the gap between HOMO and LUMO (alpha / beta) is 5.98 / 8.85 eV. Its net charge is 0. The calculation puts the largest force on an atom at 5.26 eV Å⁻¹. As for the HOMO energy (alpha / beta): -6.3957 / -9.2595 eV.

Atom charges from the Mulliken analysis, given in e for atoms 1 to 8:
1. O -0.500
2. C 0.713
3. O -0.259
4. O -0.511
5. Sn 0.355
6. C -0.702
7. C 0.366
8. H 0.295

---

No. 7
A structure of composition C5H7O4Tb in a non-equilibrium geometry, computed with ωB97M-V/def2-TZVPD.

Atoms and positions in Å:
O: 1.03123 -1.01791 -0.18903
C: 2.77461 -0.39962 0.17470
O: 2.49267 0.74766 -0.07629
O: -0.93537 1.55311 0.82501
C: -1.82625 1.31528 -0.29285
C: -2.57031 0.01594 -0.14633
O: -1.71927 -1.12154 -0.47002
C: -1.09523 -1.83093 0.57960
C: 0.32326 -2.18170 0.15171
Tb: 0.32293 0.94936 -0.63101
H: -2.54406 2.14121 -0.46176
H: -3.42033 -0.03562 -0.84517
H: -2.93970 -0.13150 0.89196
H: -1.64921 -2.75864 0.80591
H: -1.06310 -1.21135 1.49001
H: 0.28237 -2.85468 -0.72326
H: 0.83513 -2.69794 0.98132

The spin multiplicity is 7. The value obtained for the gap between HOMO and LUMO (alpha / beta) is 6.51 / 7.08 eV. Its net charge is 0. The calculation puts the largest force on an atom at 4.02 eV Å⁻¹. As for the HOMO energy (alpha / beta): -7.2977 / -7.3004 eV.

Atom charges from the Mulliken analysis, given in e for atoms 1 to 8:
1. O -0.421
2. C 0.065
3. O -0.376
4. O -0.634
5. C -0.636
6. C -0.426
7. O -0.393
8. C -0.565

---

No. 8
A structure of composition C5H7O4Tb in a non-equilibrium geometry, computed with ωB97M-V/def2-TZVPD.

Atoms and positions in Å:
O: 2.06774 -1.61543 -0.79600
Tb: 0.40263 -1.30091 0.47673
C: 2.42591 -0.81145 -1.89211
C: 1.81971 0.55339 -1.75778
H: 3.52803 -0.72234 -1.95313
H: 2.09019 -1.27444 -2.84006
H: 1.78699 1.02274 -0.76917
H: 1.38434 1.04438 -2.63294
C: -1.99154 0.94586 -0.68724
C: -1.56074 0.07871 0.25040
H: -1.87036 0.65614 -1.73362
H: -2.72565 1.73402 -0.48545
O: -2.05606 0.43218 1.56786
C: -1.43902 -0.10679 2.57698
O: -0.41557 -0.79309 2.50288
O: -1.95742 0.28318 3.71630
H: -1.48917 -0.12617 4.45635

The spin multiplicity is 8. The value obtained for the gap between HOMO and LUMO (alpha / beta) is 5.83 / 8.73 eV. Its net charge is +1. The calculation puts the largest force on an atom at 2.25 eV Å⁻¹. As for the HOMO energy (alpha / beta): -12.0804 / -13.5361 eV.

Atom charges from the Mulliken analysis, given in e for atoms 1 to 8:
1. O -0.710
2. Tb 1.779
3. C 0.127
4. C -1.129
5. H 0.275
6. H 0.264
7. H 0.502
8. H 0.286

---

No. 9
A structure of composition C5H7O6P in a non-equilibrium geometry, computed with ωB97M-V/def2-TZVPD.

Atoms and positions in Å:
C: -0.53392 -1.18982 -0.02217
C: -1.18682 0.03774 0.50564
C: 0.83967 -0.60247 -0.19252
C: 0.86681 0.61474 0.32545
C: -1.87411 0.84969 -0.69977
O: 3.98237 0.24541 0.83767
O: -0.25443 1.00152 0.96966
O: 1.87553 1.48930 0.21992
O: -0.69743 -2.25194 0.86514
O: 2.01627 -1.08629 -0.81908
O: -2.13313 2.13753 -0.28579
P: 3.38806 0.64032 -0.41138
H: -0.94899 -1.34441 -1.00561
H: -1.96574 -0.28100 1.26784
H: -2.80617 0.33039 -1.07075
H: -1.10003 0.82863 -1.43744
H: -0.44797 -1.95286 1.73467
H: 2.20856 -1.99629 -0.75373
H: -1.22853 2.52982 -0.02776

The spin multiplicity is 1. The value obtained for the gap between HOMO and LUMO is 8.82 eV. Its net charge is 0. The calculation puts the largest force on an atom at 4.29 eV Å⁻¹. As for the HOMO energy: -8.7745 eV.

Atom charges from the Mulliken analysis, given in e for atoms 1 to 8:
1. C -0.241
2. C 0.163
3. C 0.438
4. C 0.429
5. C -0.745
6. O -0.415
7. O -0.461
8. O -0.509

---

No. 10
An isolated molecule of C5H7OP in a non-equilibrium geometry, computed with ωB97M-V/def2-TZVPD.

Atoms and positions in Å:
O: -2.49779 0.83121 0.44300
C: -1.92722 -0.13523 -0.35743
C: -0.45306 -0.41103 0.05105
P: 0.58032 1.45673 -0.09276
C: 2.05006 0.48046 0.12285
C: 1.87733 -0.80782 0.03363
C: 0.52065 -1.34659 -0.08293
H: -2.20140 1.76049 0.37584
H: -2.66049 -0.96401 -0.35492
H: -1.81071 0.25508 -1.46663
H: 0.58457 1.87016 1.21403
H: 2.95966 0.93169 0.16069
H: 2.70270 -1.55072 -0.07424
H: 0.27539 -2.37042 0.02783

The spin multiplicity is 1. The value obtained for the gap between HOMO and LUMO is 9.41 eV. Its net charge is 0. The calculation puts the largest force on an atom at 3.66 eV Å⁻¹. As for the HOMO energy: -8.8434 eV.

Atom charges from the Mulliken analysis, given in e for atoms 1 to 8:
1. O -0.517
2. C -0.386
3. C 0.230
4. P -0.146
5. C -0.522
6. C -0.146
7. C -0.563
8. H 0.320

---

no.,E_tot (eV)
1,-17622.90943
2,-28455.98889
3,-28458.34834
4,-39293.27219
5,-24323.66066
6,-19313.80870
7,-35920.16449
8,-35911.86475
9,-26870.39419
10,-16631.67851